23
Properties=species:S:1:pos:R:3 method="wB97M-V/def2-TZVPD" total_charge=-1 energy_ha=-575.26155 homo_ha=-0.0993 de_lowest_ev=2.636 largest_force_ev_per_a=5.75 gap_ev=6.1
C 0.7323 2.6115 1.2707
C -0.2891 3.3109 0.3412
O -1.3914 2.5542 0.1361
O -0.0628 4.1952 -0.3668
H 1.4255 3.2855 1.6843
H 1.4496 2.0287 0.5856
H 0.4459 1.8635 2.0075
C 0.4656 -1.3051 -2.5245
C -0.6417 -1.4376 1.7018
C 0.6481 -0.8331 1.2290
C -1.3525 -2.0826 0.6075
C 0.9404 -0.8405 -0.0967
C -1.1205 -1.9590 -0.7241
C -0.0093 -1.2698 -1.1308
O -0.8931 -1.4247 2.9024
H -1.1978 1.6086 0.1529
H 1.5054 -0.7394 1.8281
H -2.1653 -2.6452 0.9831
H 1.7762 -0.4596 -0.6913
H -1.9295 -2.3736 -1.3934
H 1.4599 -0.8006 -2.6358
H -0.4319 -0.9493 -3.1077
H 0.6360 -2.3380 -2.7594